(1)
{
  "formula": "C3H7NOSn",
  "method": "ωB97M-V with the def2-TZVPD basis set",
  "species": ["H", "Sn", "C", "H", "N", "H", "H", "C", "H", "C", "H", "O", "H"],
  "positions_angstrom": [[1.6184, -0.1005, -1.0775], [1.7258, -3.0809, -0.6005], [0.0649, -0.7683, 0.1280], [-0.7140, 1.5616, -0.8053], [0.8021, 0.1610, -0.5432], [0.8319, 2.1483, -1.4132], [-0.9984, 0.3563, 1.7019], [0.3624, 1.5472, -0.6345], [-2.0057, -0.2818, 0.2782], [-1.1369, -0.3969, 0.9263], [0.5203, 2.0332, 0.3283], [0.3749, -1.9662, 0.1320], [-1.4457, -1.2130, 1.5796]],
  "forces_ev_per_angstrom": [[0.068, -0.059, -0.016], [1.666, -2.138, -0.762], [-0.230, 6.119, -0.346], [0.069, 0.002, -0.167], [-1.845, -1.904, 1.103], [0.287, -0.578, -0.010], [0.133, 0.834, -0.798], [-0.844, 0.950, 0.652], [0.025, 0.711, -0.106], [-0.340, -0.678, 0.763], [0.194, 0.088, -0.063], [0.468, -2.722, 0.126], [0.349, -0.625, -0.377]],
  "orbital_gap_ev": 8.39,
  "total_charge": 2,
  "multiplicity": 1,
  "largest_force_ev_per_a": 6.13
}


(2)
{
  "formula": "C3H7NS",
  "method": "ωB97M-V with the def2-TZVPD basis set",
  "species": ["H", "C", "S", "N", "H", "H", "H", "C", "H", "H", "H", "C"],
  "positions_angstrom": [[1.2164, 1.2942, -0.4939], [-0.4305, -0.1393, 0.4015], [-1.8434, -1.1365, -0.1548], [2.0286, -0.7660, -0.0187], [-1.5327, 1.5901, -0.9032], [1.8023, -1.6296, -0.4368], [0.0473, -0.1687, -1.3916], [-1.5447, 0.8064, 0.0092], [1.9318, -0.8321, 1.1077], [-2.3021, 1.1315, 0.7931], [-0.1863, -0.2300, 1.5066], [0.8135, 0.0799, -0.4190]],
  "forces_ev_per_angstrom": [[-1.571, -3.521, 0.407], [0.139, 2.240, 2.692], [0.629, 1.808, -0.471], [-2.254, 2.220, 2.277], [0.304, -2.518, 1.876], [0.139, -1.721, 0.016], [3.815, 0.391, 0.912], [-1.742, -0.129, 0.079], [0.356, -0.219, -3.544], [1.426, -0.349, -0.958], [-0.754, 0.123, -1.125], [-0.487, 1.676, -2.161]],
  "orbital_gap_ev": 9.71,
  "total_charge": 0,
  "multiplicity": 1,
  "largest_force_ev_per_a": 3.94
}